# 1
ORCA calculation (ωB97M-V/def2-TZVPD) on a molecular structure, C12H23F3IrNO2P2.

As for the spin multiplicity: 5. The value obtained for the gap between HOMO and LUMO (spin up / spin down) is 5.786 / 5.768 eV. Its expectation value of S² is 6.0123. Its energy relative to the best compared isomer or geometry (same formula, charge and spin) is 35.10 kJ/mol. Its charge is +2.

Positions of all 44 atoms, in Å:
Ir  -0.621475  0.254784  0.549018
P  -1.632028  -1.715867  0.663257
C  -0.634454  -2.739534  -0.541544
C  -0.281205  -1.826882  -1.690705
N  -0.238412  -0.493615  -1.474634
C  -0.014083  0.371118  -2.490580
C  0.261387  -0.110366  -3.776955
C  0.276566  -1.475796  -4.007292
C  -0.011504  -2.338493  -2.964387
C  -0.003572  1.852182  -2.204813
P  0.222211  2.065887  -0.378506
H  -0.098564  -3.405539  -3.129454
H  0.526727  0.594288  -4.560974
H  0.495938  -1.859784  -4.999498
H  0.840641  2.361509  -2.693171
H  -0.920124  2.375590  -2.537396
H  0.258392  -3.144562  -0.016440
H  -1.270608  -3.587143  -0.849571
H  3.527652  -0.921192  2.427805
O  3.457523  -1.725043  1.861401
H  4.391565  -2.037187  1.803437
H  2.571489  2.455024  3.275859
O  3.542005  2.284528  3.162103
H  3.972103  2.947597  3.740728
C  2.017536  2.126867  -0.112462
H  2.423689  2.897268  -0.777793
H  2.226950  2.380711  0.934890
H  2.492198  1.160822  -0.329253
C  -0.432827  3.688917  0.002680
H  -0.228295  3.925194  1.052522
H  0.068260  4.410140  -0.653460
H  -1.512821  3.718355  -0.174237
C  -3.370228  -1.821563  0.156432
H  -3.612351  -2.884156  0.027725
H  -3.981200  -1.389893  0.960279
H  -3.571461  -1.283114  -0.777541
C  -1.528268  -2.677238  2.173591
H  -2.153711  -2.206527  2.938599
H  -1.903337  -3.681170  1.944148
H  -0.492416  -2.739135  2.521081
F  -2.501929  1.208585  2.410729
C  -1.145080  0.915991  2.375459
F  -0.487696  2.065016  2.770449
F  -0.925185  0.003425  3.388473

Atoms 1-3, force components in eV/Å:
0.4 -0.3 1.4
-1.1 -3.0 -1.1
-0.6 0.8 0.0

***

# 2
ORCA calculation (ωB97M-V/def2-TZVPD) on a molecular structure, C12H23F3NO2P2V.

As for the spin multiplicity: 3. The value obtained for the gap between HOMO and LUMO (spin up / spin down) is 8.083 / 8.889 eV. Its expectation value of S² is 2.0382. Its energy relative to the best compared isomer or geometry (same formula, charge and spin) is 0.00 kJ/mol. Its charge is +2.

Positions of all 44 atoms, in Å:
V  0.942872  -0.245390  0.916622
P  0.559400  1.996485  1.068373
C  0.123254  2.463893  -0.676248
C  0.307730  1.262335  -1.580860
N  0.526330  0.015715  -1.092830
C  0.585009  -1.120760  -1.823501
C  0.559550  -0.992180  -3.216675
C  0.448603  0.277071  -3.775539
C  0.310458  1.400276  -2.972523
C  0.639881  -2.474699  -1.097710
P  -0.218467  -2.299383  0.515971
H  0.192583  2.375140  -3.411702
H  0.647552  -1.914421  -3.803845
H  0.473589  0.358135  -4.871162
H  0.164815  -3.246756  -1.737420
H  1.700520  -2.785739  -0.980773
H  -0.899818  2.827872  -0.646824
H  0.800699  3.254848  -0.945283
H  -3.191947  1.110041  -0.557353
O  -3.751295  1.597105  -1.147991
H  -3.737598  2.462063  -0.682478
H  -2.308337  -0.881466  1.507034
O  -2.479453  -0.162968  2.096391
H  -3.468769  -0.216561  2.168414
C  -1.932274  -2.784818  -0.002362
H  -1.874994  -3.633159  -0.692865
H  -2.551386  -3.134939  0.833627
H  -2.493147  -2.021865  -0.554936
C  0.245495  -3.713558  1.590430
H  -0.350677  -3.583631  2.502676
H  0.052372  -4.720598  1.198175
H  1.291293  -3.646387  1.901263
C  2.025459  3.096358  1.287980
H  1.707666  4.081208  0.890076
H  2.376239  3.178475  2.335217
H  2.857557  2.713169  0.667628
C  -0.712373  2.763845  2.157840
H  -0.316832  2.883688  3.184912
H  -0.997415  3.738469  1.718955
H  -1.608417  2.118005  2.205586
F  3.708337  -0.084413  0.258452
C  2.947808  -0.550375  1.319305
F  3.293851  -1.881601  1.501386
F  3.404280  0.121470  2.444570

Atoms 1-3, force components in eV/Å:
0.7 -1.2 -0.4
-0.5 3.6 0.8
0.1 -1.6 0.8

***

# 3
ORCA calculation (ωB97M-V/def2-TZVPD) on 3 unconnected molecules or ions with the total composition C12H23N4O3Si.

As for the spin multiplicity: 1. The value obtained for the gap between HOMO and LUMO is 8.720 eV. Its charge is +1.

Positions of all 43 atoms, in Å:
C  -2.810923  2.815500  -0.046760
Si  -1.740787  1.633024  -0.997206
C  -2.718092  0.543222  -2.178696
C  -0.452068  2.548525  -2.028554
C  -0.737291  0.428781  0.120320
N  -1.096850  -0.655341  0.743028
N  0.026418  -1.140027  1.366859
C  1.054397  -0.360487  1.114864
N  2.375148  -0.520915  1.535464
C  3.176929  -0.620898  0.597914
O  3.904824  -0.742325  -0.261785
N  0.631261  0.649188  0.353522
H  -3.494431  3.261747  -0.764091
H  -2.269354  3.635688  0.414556
H  -3.421543  2.348393  0.719955
H  -2.953757  -0.380971  -1.659002
H  -2.051948  0.284361  -2.995349
H  -3.612275  1.047418  -2.515515
H  0.492463  2.016164  -2.106461
H  -0.845995  2.614964  -3.037310
H  -0.275878  3.564144  -1.688565
H  0.068915  -1.984981  1.915926
H  1.212906  1.401078  0.019945
C  3.323014  -2.267889  -2.728082
C  3.249649  -2.085136  -4.227388
O  2.287467  -1.565179  -4.739961
C  4.422386  -2.574490  -5.037090
H  2.413724  -1.869010  -2.279509
H  3.406789  -3.327815  -2.482320
H  4.184251  -1.736565  -2.337304
H  4.557102  -3.647229  -4.891218
H  5.331885  -2.054028  -4.732982
H  4.238752  -2.380595  -6.090435
C  -2.357194  0.420595  6.328656
C  -2.711874  0.365792  4.864579
O  -3.777091  0.743437  4.446566
C  -1.665105  -0.187756  3.917483
H  -3.192211  0.836141  6.886049
H  -2.145702  -0.582884  6.701453
H  -1.480051  1.052164  6.479276
H  -1.423493  -1.219089  4.185808
H  -0.762066  0.427227  3.964425
H  -2.063638  -0.164688  2.908641

Atoms 1-3, force components in eV/Å:
0.1 -0.2 0.2
-0.6 0.2 -1.1
0.8 0.0 1.0

***

# 4
ORCA calculation (ωB97M-V/def2-TZVPD) on 2 unconnected molecules or ions with the total composition C12H23NO6P.

As for the spin multiplicity: 1. The value obtained for the gap between HOMO and LUMO is 2.461 eV. Its charge is -1.

Positions of all 43 atoms, in Å:
C  -1.891900  2.658742  1.685318
C  -0.473631  2.892884  0.971931
P  0.578256  1.284993  0.869190
C  2.034340  1.782663  -0.206650
N  -0.513401  0.070296  0.128434
C  -0.915320  -0.867976  1.272639
C  0.314100  -1.579192  1.978182
O  0.611317  -2.742367  1.546355
O  1.080525  -1.070222  3.058557
C  2.071292  -2.071276  3.373544
C  1.634681  -3.128256  4.509252
O  3.193080  -2.151446  2.866759
C  -0.026069  -0.628777  -1.085577
C  -1.110217  -1.149053  -2.129231
C  -2.602892  -1.365397  -1.645678
C  -1.011129  -0.154021  -3.399638
H  -2.209046  3.678836  2.119612
H  -2.666825  2.403349  0.890949
H  -1.866601  1.938109  2.567852
H  0.111387  3.609715  1.655966
H  -0.619140  3.305171  -0.084237
H  2.343542  2.848147  0.100340
H  2.928500  1.061089  -0.150483
H  1.696192  1.869609  -1.304090
H  -1.406774  0.570536  -0.099763
H  -1.634617  -1.679101  0.946499
H  -1.433690  -0.190371  2.039314
H  2.240146  -2.959192  5.454941
H  1.791876  -4.184616  4.109736
H  0.519953  -2.973702  4.727814
H  0.575137  -1.556111  -0.752783
H  0.732580  -0.027245  -1.727580
H  -0.728968  -2.166237  -2.518745
H  -3.201084  -1.717052  -2.568391
H  -2.774915  -2.167370  -0.855828
H  -3.070404  -0.346191  -1.373016
H  -1.839107  -0.309521  -4.162704
H  -0.968516  0.905921  -2.986177
H  0.014830  -0.389180  -3.856149
C  2.159823  1.697315  -4.020610
O  3.088198  2.243083  -4.653986
O  2.259724  0.564841  -3.408023
O  0.984769  2.188575  -3.883849

Atoms 1-3, force components in eV/Å:
0.1 1.2 -0.2
-0.5 -0.4 -0.1
2.3 2.5 2.0

***

# 5
ORCA calculation (ωB97M-V/def2-TZVPD) on a gas-phase ion, C12H23O2S2Si (charge +1).

As for the spin multiplicity: 1. The value obtained for the gap between HOMO and LUMO is 6.928 eV. Its energy relative to the best compared isomer or geometry (same formula, charge and spin) is 261.51 kJ/mol. Its charge is +1.

Positions of all 40 atoms, in Å:
C  0.689807  4.024553  1.246989
Si  1.361111  2.489550  0.428806
C  0.880621  2.592510  -1.371392
C  3.123716  2.150258  0.923599
O  0.379907  1.224339  0.952686
C  -0.352236  0.243809  0.296777
C  0.171871  -1.126650  0.224399
C  -1.718551  0.596630  0.258757
C  -2.209136  1.860282  0.663784
O  -3.398791  2.378529  0.337991
C  -3.651958  3.775164  0.639456
H  1.207218  4.909918  0.837124
H  -0.387588  4.122521  1.042316
H  0.825778  3.996482  2.336848
H  1.340186  3.466380  -1.851638
H  1.162593  1.688778  -1.929199
H  -0.216754  2.701038  -1.439445
H  3.794891  2.927342  0.516294
H  3.250757  2.147830  2.016699
H  3.485237  1.178953  0.563150
H  -0.754494  -1.665549  0.716700
H  1.261339  -1.060510  0.735007
H  -2.435371  -0.182627  0.040998
H  -1.583854  2.482638  1.357019
H  -4.661427  3.980880  0.362039
H  -3.487972  3.944146  1.697857
H  -2.958037  4.413448  0.090258
C  -0.113398  -5.426337  -1.302787
C  0.229671  -5.301968  0.192394
S  -0.350384  -3.767066  0.898336
C  0.578384  -2.656849  -0.219678
S  0.134831  -2.645186  -1.871477
C  0.598474  -4.407618  -2.154051
H  0.190124  -6.419913  -1.642676
H  -1.194983  -5.264922  -1.394797
H  -0.209103  -6.127880  0.776378
H  1.305452  -5.340689  0.370007
H  1.646090  -2.939510  -0.097787
H  1.686452  -4.447902  -2.020304
H  0.379537  -4.514796  -3.227428

Atoms 1-3, force components in eV/Å:
0.0 -0.1 0.2
0.1 0.8 -0.5
0.3 0.0 -0.1

***

Computed values of max |F| (unit: hartree/bohr) for the preceding records, in sequence: 0.0756 0.0732 0.0260 0.0942 0.0856.